[1]
Density functional theory data (the ωB97M-V functional and the def2-TZVPD basis) for a structure of composition C13H30CuN2O3PS3.

Geometry as ORCA input:
```
! RIJCOSX wB97M-V def2-TZVPD def2/J DEFGRID3
* xyz 0 1
Cu -0.67 0.81 -0.64
C 0.71 -3.84 -0.42
C -0.40 -3.91 0.60
C 0.11 -3.73 2.02
O -1.48 -2.98 0.33
P -1.46 -1.44 -0.10
S -0.88 -1.14 -1.98
S -0.49 -0.34 1.28
O -3.02 -1.13 -0.09
C -4.05 -1.46 0.87
C -3.71 -1.01 2.28
C -4.44 -2.93 0.81
H 1.39 -4.69 -0.28
H 1.29 -2.91 -0.31
H 0.32 -3.87 -1.44
H -0.89 -4.87 0.52
H 0.62 -2.78 2.13
H 0.80 -4.54 2.26
H -0.72 -3.76 2.73
H -4.89 -0.87 0.51
H -2.89 -1.61 2.69
H -4.59 -1.13 2.92
H -3.40 0.04 2.29
H -3.68 -3.55 1.27
H -4.58 -3.24 -0.22
H -5.38 -3.07 1.35
C 2.64 -0.06 -2.98
C 3.24 -0.81 -1.78
C 2.67 -0.08 -0.56
O 1.76 0.91 -1.05
C 2.20 1.26 -2.36
H 1.77 -0.59 -3.36
H 3.36 0.09 -3.79
H 4.33 -0.76 -1.78
H 2.96 -1.87 -1.79
H 3.46 0.41 0.01
H 2.10 -0.72 0.12
H 3.04 1.97 -2.30
H 1.37 1.73 -2.88
C 0.79 4.15 1.91
N 0.34 3.35 0.79
C 0.03 3.74 -0.45
S -0.98 2.79 -1.46
N 0.48 4.92 -0.95
C 1.74 5.60 -0.67
H 0.41 3.69 2.82
H 0.38 5.16 1.86
H 1.88 4.21 1.99
H 0.06 2.40 0.98
H 0.12 5.07 -1.88
H 2.01 5.58 0.37
H 1.65 6.64 -0.97
H 2.56 5.15 -1.24
*
```

Results
E_LUMO = 0.016 hartree
Relative energy (zero: lowest compared OMol25 entry of this formula, charge and spin) = 6.92 kcal per mole
HOMO-LUMO gap = 7.76 eV

[2]
Density functional theory data (the ωB97M-V functional and the def2-TZVPD basis) for a structure of composition C13H30F5FeGeN2Se.

Geometry as ORCA input:
```
! RIJCOSX wB97M-V def2-TZVPD def2/J DEFGRID3
* xyz 1 5
Fe 1.09 0.47 -0.49
C 3.07 -1.95 -0.63
N 3.16 -0.50 -0.41
C 4.06 0.12 -1.41
C 3.65 -0.19 0.94
C 2.71 -0.67 2.02
N 1.34 -0.18 1.79
C 0.35 -1.13 2.31
C 1.14 1.12 2.47
H 3.98 -2.46 -0.30
H 2.93 -2.16 -1.69
H 2.22 -2.37 -0.08
H 5.08 -0.27 -1.32
H 4.08 1.19 -1.27
H 3.69 -0.09 -2.42
H 3.78 0.89 1.00
H 4.63 -0.65 1.10
H 3.08 -0.32 2.99
H 2.69 -1.76 2.05
H 0.47 -1.28 3.38
H 0.45 -2.10 1.81
H -0.66 -0.76 2.12
H 1.18 1.00 3.55
H 0.17 1.54 2.20
H 1.92 1.82 2.18
F 1.80 1.74 -2.18
C 0.66 2.65 -2.18
F -0.29 1.72 -1.60
C 1.01 3.49 -0.99
F 1.37 2.64 0.16
F 0.02 4.22 -0.55
F 2.08 4.24 -1.17
C -3.84 -1.65 1.27
Ge -4.02 -0.23 -0.06
C -3.67 1.55 0.68
C -5.76 -0.34 -0.94
C -2.65 -0.53 -1.49
Se -0.92 -1.13 -0.87
C -0.10 -1.36 -2.64
H -4.56 -1.49 2.07
H -2.84 -1.68 1.71
H -4.05 -2.62 0.82
H -4.40 1.79 1.46
H -3.75 2.30 -0.11
H -2.67 1.61 1.11
H -6.53 -0.12 -0.21
H -5.93 -1.34 -1.33
H -5.85 0.37 -1.76
H -2.49 0.39 -2.05
H -3.01 -1.30 -2.18
H -0.32 -0.48 -3.23
H -0.54 -2.24 -3.11
H 0.97 -1.50 -2.54
*
```

Results
E_LUMO (spin up / spin down) = -0.084 / -0.132 hartree
<S²> = 6.01
Relative energy (zero: lowest compared OMol25 entry of this formula, charge and spin) = 15.80 kcal per mole
HOMO-LUMO gap (spin up / spin down) = 9.14 / 7.83 eV

[3]
Density functional theory data (the ωB97M-V functional and the def2-TZVPD basis) for a structure of composition C13H30N2O12P2STeTi.

Geometry as ORCA input:
```
! RIJCOSX wB97M-V def2-TZVPD def2/J DEFGRID3
* xyz 2 1
Ti 0.40 0.27 -0.62
O 2.19 3.72 -1.81
C 2.55 2.60 -1.26
O 2.15 1.48 -1.61
C 3.60 2.79 -0.19
O 3.74 1.66 0.62
C 3.16 1.79 1.90
C 1.65 1.66 1.93
O 0.97 2.02 2.85
O 1.12 1.08 0.84
H 1.45 3.63 -2.48
H 3.34 3.69 0.38
H 4.55 2.99 -0.69
H 3.43 2.73 2.39
H 3.56 0.98 2.52
C -3.20 2.36 -3.01
C -2.12 1.34 -3.37
O -2.21 0.88 -4.71
P -2.25 -0.21 -2.38
O -3.14 0.03 -1.11
O -3.03 -1.23 -3.27
O -0.90 -0.71 -1.90
P -0.45 2.00 -2.98
O 0.46 0.88 -3.67
O -0.07 3.37 -3.37
O -0.42 1.76 -1.42
H -4.19 1.94 -3.18
H -3.08 3.24 -3.65
H -3.11 2.69 -1.98
H -2.41 1.62 -5.30
H -4.10 0.00 -1.23
H -2.95 -1.05 -4.23
H 1.26 1.26 -4.06
C -0.58 0.03 5.34
C -1.55 0.43 4.25
N -1.08 0.08 2.90
C -1.11 -1.14 2.39
S -0.51 -1.54 0.79
N -1.68 -2.13 3.06
C -1.85 -3.52 2.63
C -0.63 -4.38 2.95
H -0.97 0.33 6.31
H 0.38 0.53 5.19
H -0.40 -1.05 5.37
H -1.69 1.51 4.24
H -2.54 0.00 4.39
H -0.49 0.78 2.48
H -1.97 -1.91 4.01
H -2.07 -3.52 1.57
H -2.73 -3.89 3.15
H 0.25 -4.01 2.44
H -0.81 -5.40 2.63
H -0.43 -4.39 4.02
C 3.07 -1.14 -3.01
Te 2.53 -1.53 -1.00
C 1.47 -3.31 -1.47
H 2.18 -1.16 -3.62
H 3.77 -1.92 -3.31
H 3.56 -0.17 -3.04
H 2.19 -4.02 -1.87
H 0.70 -3.08 -2.20
H 1.03 -3.70 -0.55
*
```

Results
E_LUMO = -0.264 hartree
Relative energy (zero: lowest compared OMol25 entry of this formula, charge and spin) = 3.16 kcal per mole
HOMO-LUMO gap = 7.90 eV